<one>
# C3H6NO3

A 2-piece molecular cluster, C3H6NO3 overall (ωB97M-V/def2-TZVPD, the OMol25 dataset).

Values from the calculation:
Kohn-Sham gap (eV): 8.95
Total charge: -1
HOMO (eV): -4.8

Structure (XYZ):
```
13
Properties=species:S:1:pos:R:3:lowdin_charge:R:1
O -0.8273 2.6775 0.0865 -0.0292
O 1.5695 -1.5418 0.5130 -0.1553
O -0.5593 -2.2608 0.2843 -0.1042
N 0.6662 1.0231 0.3861 0.1583
C -0.3946 1.5717 -0.2143 -0.6314
C -0.9805 0.7630 -1.3506 -0.0222
C 0.6472 -2.4072 0.5046 -0.6405
H -1.7128 1.3785 -1.8699 0.0646
H 0.9390 0.0212 0.3742 0.0399
H 1.0972 1.6580 1.0328 0.0931
H -1.4584 -0.1293 -0.9449 0.0645
H 0.9932 -3.4519 0.7141 0.0867
H -0.1933 0.4736 -2.0437 0.0755
```



<two>
# C3H6NO3

A 2-piece molecular cluster, C3H6NO3 overall (ωB97M-V/def2-TZVPD, the OMol25 dataset).

Values from the calculation:
Kohn-Sham gap (eV): 8.85
Total charge: -1
HOMO (eV): -4.5

Structure (XYZ):
```
13
Properties=species:S:1:pos:R:3:lowdin_charge:R:1
O 1.8819 -0.7981 -0.0280 -0.1131
O 0.3087 -0.6267 1.6063 -0.0573
O -0.2786 -1.2041 -1.4392 -0.0468
N 1.7064 1.1268 1.1909 0.0784
C 1.2724 -0.2140 0.9355 -0.8312
C -0.9964 -0.1308 -1.0180 -0.3190
C -2.3439 -0.1588 -0.9086 -0.0379
H 2.6600 1.3032 0.8895 0.0589
H -2.9150 0.7296 -0.5595 0.0329
H -0.4353 0.7527 -0.7108 0.0993
H 0.5626 -1.1821 -0.9098 0.0279
H 1.4852 1.4742 2.1291 0.0678
H -2.9080 -1.0719 -1.1774 0.0401
```



Relative energies in kJ/mol: <one> 0.0; <two> 99.2



<one>
# C3H4FNS

An isolated molecule of C3H4FNS (ωB97M-V/def2-TZVPD, the OMol25 dataset).

Values from the calculation:
Kohn-Sham gap (eV): 8.71
HOMO (eV): -8.7

Structure (XYZ):
```
10
Properties=species:S:1:pos:R:3:lowdin_charge:R:1
S 2.7678 -0.4289 0.0111 0.7468
F -1.9965 -1.2626 0.0651 0.0654
N 1.2027 0.0990 -0.0953 -0.4016
C -1.1019 -0.3027 -0.0139 -0.3839
C 0.2637 -0.7746 -0.1234 -0.2338
C -1.5022 0.9911 0.0180 0.1060
H -2.5813 1.1520 -0.0086 0.0768
H -0.7812 1.7184 -0.1526 0.0378
H 0.4140 -1.9005 -0.1465 0.1339
H 3.3150 0.7088 0.4461 -0.1473
```



<two>
# C3H4FNS

An isolated molecule of C3H4FNS (ωB97M-V/def2-TZVPD, the OMol25 dataset).

Values from the calculation:
Kohn-Sham gap (eV): 8.85
HOMO (eV): -9.2

Structure (XYZ):
```
10
Properties=species:S:1:pos:R:3:lowdin_charge:R:1
S -1.3216 -1.0525 1.9575 0.5410
F 1.8895 1.5462 -0.8667 -0.0890
N -0.5534 -0.8667 0.2136 -0.2711
C 0.7923 0.6106 -1.1581 -0.3223
C 0.3930 0.6965 -2.4385 0.0639
C 0.2521 0.1579 0.0707 -0.2920
H -0.4301 0.1157 -3.0147 0.0891
H -1.7271 -2.4597 1.5322 -0.0683
H 0.7924 0.9208 0.9194 0.1865
H 0.7545 1.6237 -3.2957 0.1622
```



Relative energies in kJ/mol: <one> 0.0; <two> 233.9



<one>
# C3H4FNS

An isolated molecule of C3H4FNS (ωB97M-V/def2-TZVPD, the OMol25 dataset).

Values from the calculation:
Kohn-Sham gap (eV): 10.38
HOMO (eV): -9.8

Structure (XYZ):
```
10
Properties=species:S:1:pos:R:3:lowdin_charge:R:1
S -0.3974 0.0436 -1.6849 0.8651
F 0.7344 2.3899 -1.0155 -0.0645
N -2.1727 2.9733 -2.4690 0.1927
C -0.5330 1.7335 -0.9873 -0.6111
C -0.1057 -0.6786 0.0307 -0.3348
C -1.5225 2.3692 -1.7565 -0.2875
H -1.0786 -0.5233 0.5433 0.0464
H 0.7285 -0.0667 0.4092 0.0499
H -0.0535 -1.6984 -0.1945 -0.0001
H -0.8023 1.5346 0.1510 0.1439
```



<two>
# C3H4FNS

An isolated molecule of C3H4FNS (ωB97M-V/def2-TZVPD, the OMol25 dataset).

Values from the calculation:
Kohn-Sham gap (eV): 7.63
HOMO (eV): -8.2

Structure (XYZ):
```
10
Properties=species:S:1:pos:R:3:lowdin_charge:R:1
S 2.1433 -0.6923 0.0527 0.6368
F -1.6197 -1.5064 0.0985 0.0589
N 0.2645 1.5108 0.0021 0.0759
C -0.5895 -0.7278 -0.0453 -0.4354
C -0.8106 0.6656 -0.0044 -0.0458
C 0.6261 -1.4066 -0.0870 -0.5309
H 1.1768 1.1229 -0.1173 -0.0727
H -1.8246 1.0539 -0.1066 0.1318
H 0.1266 2.4765 0.2808 0.1105
H 0.5071 -2.4966 -0.0734 0.0711
```



Relative energies in kJ/mol: <one> 35.2; <two> 0.0



<one>
# C3H7ClN2O

A 2-piece molecular cluster, C3H7ClN2O overall (ωB97M-V/def2-TZVPD, the OMol25 dataset).

Values from the calculation:
Kohn-Sham gap (eV): 8.87
HOMO (eV): -8.2

Structure (XYZ):
```
14
Properties=species:S:1:pos:R:3:lowdin_charge:R:1
Cl -0.5539 0.1425 -2.8060 0.6369
O 0.6908 -1.6506 0.4452 -0.0533
N -1.7313 -0.4347 -0.5437 0.0711
N -0.8203 1.7604 -0.8832 0.0589
C 0.8188 -0.5067 1.3401 -0.2503
C -1.0631 0.4304 -1.1373 -0.9522
C 1.6469 -0.3832 0.1393 -0.0447
H 0.1722 1.9749 -1.0535 0.0950
H 1.1850 -0.8779 2.3295 0.1186
H -0.1052 0.1661 1.4695 0.0978
H 2.6416 -0.7093 0.3137 0.0177
H -1.7760 -0.3840 0.4585 0.0532
H -0.0783 -1.4414 -0.1446 0.0792
H -1.0272 1.9136 0.0726 0.0721
```



<two>
# C3H7ClN2O

A 2-piece molecular cluster, C3H7ClN2O overall (ωB97M-V/def2-TZVPD, the OMol25 dataset).

Values from the calculation:
Kohn-Sham gap (spin up / spin down) (eV): 8.64 / 8.65
HOMO (spin up / spin down) (eV): -8.9 / -8.9

Structure (XYZ):
```
14
Properties=species:S:1:pos:R:3:lowdin_charge:R:1
Cl -2.1121 -0.9888 1.0210 0.4264
O 1.0577 -1.1327 2.5888 0.0006
N 0.3210 0.3709 -0.4245 -0.2378
N 0.3559 0.1581 0.9044 -0.0544
C 0.9436 -0.8422 1.4304 -0.5703
C 0.0282 -0.6324 -1.2246 0.0406
C 0.3401 1.8062 -0.8309 0.0211
H 1.4745 -1.6091 0.5420 0.1555
H 0.9979 1.9594 -1.6954 0.1020
H 0.5218 2.3897 0.0734 0.0961
H -0.6926 2.0348 -0.9842 0.0827
H -3.0976 -1.4227 1.7375 -0.2041
H 0.0059 -0.5162 -2.3439 0.1137
H -0.1445 -1.5752 -0.7941 0.0279
```



Relative energies in kJ/mol: <one> 134.2; <two> 0.0



<one>
# C4H14N4

A 2-piece molecular cluster, C4H14N4 overall (ωB97M-V/def2-TZVPD, the OMol25 dataset).

Values from the calculation:
Kohn-Sham gap (eV): 8.48
HOMO (eV): -7.6

Structure (XYZ):
```
22
Properties=species:S:1:pos:R:3:lowdin_charge:R:1
N 0.0557 1.8479 0.0768 0.1001
N -0.0190 2.3152 2.4021 0.0854
N 1.3485 0.6481 1.5890 0.1200
N -0.9585 -0.9464 -0.7283 -0.1371
C 0.4753 -0.9228 -1.3105 -0.2825
C -1.3512 -1.3462 0.5990 -0.1657
C 0.2814 1.4898 1.3006 -0.5929
C 0.4190 -1.2723 -2.7858 -0.1155
H 1.4107 -1.1295 -3.2162 0.0662
H -2.3202 -1.8427 0.5560 0.0649
H -0.5535 2.6551 -0.0138 0.0397
H -1.5306 -0.4459 1.2034 0.0496
H 1.4431 -0.1100 0.9332 0.0573
H -0.6047 -2.0057 1.0446 0.0744
H -1.6025 -0.3437 -1.2273 0.0941
H 1.0604 -1.6498 -0.7431 0.0970
H 0.1108 -2.3071 -2.9178 0.0676
H -0.2450 -0.6061 -3.3345 0.0682
H 0.9304 0.0680 -1.1867 0.0592
H 0.7336 2.4453 3.0624 0.0803
H 1.3539 0.2523 2.5172 0.0893
H -0.4377 3.2064 2.1797 0.0804
```



<two>
# C4H14N4

A 2-piece molecular cluster, C4H14N4 overall (ωB97M-V/def2-TZVPD, the OMol25 dataset).

Values from the calculation:
Kohn-Sham gap (eV): 9.83
HOMO (eV): -8.8

Structure (XYZ):
```
22
Properties=species:S:1:pos:R:3:lowdin_charge:R:1
N 1.3548 0.5517 -0.1587 -0.3355
N -1.6407 1.1702 -1.2519 0.0728
N 1.3721 0.9837 -1.5153 0.0183
N 2.5781 0.8561 0.4707 0.0165
C 1.0742 -0.8703 -0.0109 -0.2789
C -2.8787 -0.0391 0.5168 -0.0817
C 0.8582 -1.2168 1.4537 -0.1017
C -2.3706 0.2288 -0.8622 -0.3161
H 0.6266 -2.2738 1.5589 0.0670
H 1.8058 0.2885 -2.1316 0.0694
H 0.0384 -0.6282 1.8540 0.0588
H -1.3616 1.8229 -0.5187 0.0596
H 1.7548 -0.9864 2.0202 0.0578
H -3.9678 -0.0255 0.5134 0.0730
H 0.4122 1.1338 -1.8169 0.0223
H 2.6525 1.8666 0.5266 0.0757
H -2.5108 0.7042 1.2215 0.0741
H -2.5610 -1.0295 0.8389 0.0709
H -2.6792 -0.4877 -1.6216 0.1007
H 3.3758 0.5106 -0.0749 0.0756
H 0.1683 -1.0794 -0.5874 0.0924
H 1.8986 -1.4808 -0.4248 0.1092
```



Relative energies in kJ/mol: <one> 0.0; <two> 118.7



<one>
# C4H14N4

A 2-piece molecular cluster, C4H14N4 overall (ωB97M-V/def2-TZVPD, the OMol25 dataset).

Values from the calculation:
Kohn-Sham gap (eV): 7.65
HOMO (eV): -7.0

Structure (XYZ):
```
22
Properties=species:S:1:pos:R:3:lowdin_charge:R:1
N -1.8913 -0.1254 -0.8074 -0.1277
N 0.0212 -0.5063 2.3143 0.1298
N 0.4965 -1.7401 0.3844 0.1313
N 1.4962 0.6302 -0.8858 0.0363
C -1.6308 -0.5279 -2.1706 -0.2665
C 0.9023 1.9595 1.0654 -0.0771
C 0.4522 -0.4994 0.9983 -0.4203
C 0.6485 0.6887 0.2712 -0.4151
H -0.7081 -1.1286 -2.2868 0.0364
H 0.2671 -2.5292 0.9712 0.0977
H -0.6800 -1.2065 2.5192 0.0927
H 1.1597 -1.8210 -0.3732 0.0869
H -2.3800 -1.0607 -2.7678 0.0575
H 2.4928 0.6854 -0.7194 0.0770
H 1.2768 -0.1056 -1.5401 0.0442
H -2.1238 -0.9300 -0.2260 0.0282
H 1.7362 1.8683 1.7655 0.0748
H 1.1807 2.7544 0.3777 0.0717
H -0.2833 0.3966 2.6454 0.0821
H 0.0143 2.2591 1.6255 0.0660
H -1.4380 0.3436 -2.8100 0.0629
H -1.0093 0.5952 -0.3509 0.1314
```



<two>
# C4H14N4

A 2-piece molecular cluster, C4H14N4 overall (ωB97M-V/def2-TZVPD, the OMol25 dataset).

Values from the calculation:
Kohn-Sham gap (eV): 9.78
HOMO (eV): -8.8

Structure (XYZ):
```
22
Properties=species:S:1:pos:R:3:lowdin_charge:R:1
N -1.2661 1.7420 -0.7411 -0.0238
N -0.7505 -0.2141 1.5056 0.0505
N 0.7017 -1.4385 0.0229 0.0404
N -0.2602 -2.5226 1.9158 0.0282
C -0.4456 -1.4904 0.9027 -0.5924
C 0.9761 0.9943 -1.4244 -0.2134
C 1.5679 1.6277 -0.4299 -0.0322
C -0.4921 0.9902 -1.7187 -0.2972
H -1.3126 -1.7886 0.2972 0.1334
H 1.5346 -1.2056 0.5562 0.0736
H 0.4569 -2.2260 2.5710 0.0594
H 1.0143 2.2012 0.2929 0.0461
H -0.6344 1.3582 -2.7529 0.1113
H 0.0732 0.1361 1.9877 0.0637
H -0.8353 -0.0473 -1.6937 0.0989
H -1.0088 2.7217 -0.7671 0.0778
H -0.9913 0.4739 0.7925 0.0122
H -1.1148 -2.6407 2.4479 0.0619
H 2.6346 1.5892 -0.2936 0.0479
H 1.5580 0.4199 -2.1286 0.0945
H 0.8528 -2.3510 -0.3934 0.0764
H -2.2584 1.6704 -0.9488 0.0828
```



<three>
# C4H14N4

C4H14N4 as an isolated structure (ωB97M-V/def2-TZVPD, the OMol25 dataset).

Values from the calculation:
Kohn-Sham gap (eV): 8.31
HOMO (eV): -7.4

Structure (XYZ):
```
22
Properties=species:S:1:pos:R:3:lowdin_charge:R:1
N -0.0310 -0.5964 -0.0397 -0.2567
N 2.0876 0.3541 1.2466 -0.0156
N 1.4019 1.1983 -0.9568 0.0589
N -0.1590 -1.1476 1.2615 -0.0187
C -1.8418 1.3229 0.6907 -0.1151
C -1.6086 0.1782 -0.2622 -0.1342
C -0.0484 -1.6102 -1.0997 -0.1272
C 1.8924 0.3763 -0.0039 -0.4988
H -2.3526 -0.6127 -0.1237 0.0957
H -1.7537 0.9986 1.7263 0.0661
H 0.7665 -1.4034 1.6063 0.0652
H 0.8904 -2.1640 -1.0848 0.0720
H -0.9846 -1.1678 1.8526 0.0788
H -0.2447 -1.1366 -2.0587 0.0714
H -2.8482 1.7313 0.5638 0.0770
H 0.7009 1.8532 -0.6201 0.0808
H 1.8565 1.3021 -1.8505 0.0898
H -1.1316 2.1285 0.5091 0.0582
H -0.8281 -2.3494 -0.8945 0.0733
H -1.6374 0.4865 -1.3062 0.0882
H 2.8513 -0.3872 -0.6700 0.1421
H 3.0220 0.6453 1.5139 0.0487
```



Relative energies in kJ/mol: <one> 128.1; <two> 0.0; <three> 463.9



<one>
# C3H8NO2P

C3H8NO2P as an isolated structure (ωB97M-V/def2-TZVPD, the OMol25 dataset).

Values from the calculation:
Kohn-Sham gap (eV): 10.96
HOMO (eV): -10.3

Structure (XYZ):
```
15
Properties=species:S:1:pos:R:3:lowdin_charge:R:1
P -0.2299 -1.2737 -0.5495 0.5432
O -1.5626 -1.5296 0.2693 -0.1545
O -0.0634 -2.2102 -1.6542 -0.2931
N -1.4552 1.2262 0.3138 0.0070
C 1.1715 -0.8776 0.6076 -0.1977
C -0.0536 0.5562 -0.7575 -0.2042
C 1.1992 0.5779 0.0955 -0.2638
H 1.1665 1.3178 0.8944 0.1036
H 2.0854 -1.4328 0.4154 0.0825
H -1.7656 -0.7335 0.7885 0.0411
H -1.1602 2.1862 0.4610 0.0236
H 0.9226 -0.9598 1.6624 0.0838
H -0.1096 1.1275 -1.6727 0.0892
H 2.0771 0.7784 -0.5202 0.1100
H -2.2222 1.2470 -0.3538 0.0293
```



<two>
# C3H8NO2P

C3H8NO2P as an isolated structure (ωB97M-V/def2-TZVPD, the OMol25 dataset).

Values from the calculation:
Kohn-Sham gap (spin up / spin down) (eV): 8.25 / 5.94
HOMO (spin up / spin down) (eV): -9.5 / -7.9

Structure (XYZ):
```
15
Properties=species:S:1:pos:R:3:lowdin_charge:R:1
P 0.9160 0.0101 -0.8935 0.8269
O 3.0620 0.1406 1.3309 -0.1335
O 0.8717 1.0038 -1.9363 -0.3734
N -0.8014 1.5637 0.8060 0.0054
C -1.2968 -0.7931 -0.2668 -0.2099
C -0.3302 0.2712 0.4773 -0.5016
C -0.2529 -1.4193 -1.2075 -0.2695
H -1.5675 -1.5493 0.5136 0.1054
H -0.4569 2.3345 0.1809 0.0992
H 0.0976 -0.3008 1.3483 0.1145
H 3.0030 0.9891 1.7970 -0.0220
H -0.8177 1.7154 1.8365 0.0935
H 0.3851 -2.2352 -0.9323 0.0558
H -2.1954 -0.4156 -0.8067 0.1187
H -0.6168 -1.3151 -2.2475 0.0905
```



Relative energies in kJ/mol: <one> 0.0; <two> 411.1



<one>
# C6H10S2

C6H10S2 as an isolated structure (ωB97M-V/def2-TZVPD, the OMol25 dataset).

Values from the calculation:
Kohn-Sham gap (eV): 9.43
HOMO (eV): -8.7

Structure (XYZ):
```
18
Properties=species:S:1:pos:R:3:lowdin_charge:R:1
S -0.7270 -1.2459 -0.5290 0.8992
S -1.2895 1.1814 1.9032 0.7244
C 0.2061 0.6971 1.0177 -0.7050
C 0.4412 -0.8344 0.8486 -0.4940
C 0.6582 -0.1585 -1.1929 -0.6966
C 1.5837 -0.8177 -0.1613 -0.2220
C 0.9296 -0.1153 -2.6689 -0.0664
C 0.3339 1.1793 -0.4796 -0.1898
H 1.0384 1.0700 1.5910 0.0867
H 0.4858 -1.3554 1.7601 0.0945
H 1.8174 0.4814 -2.7330 0.0706
H 0.0070 0.4033 -3.0905 0.1069
H 2.5070 -0.2509 0.0872 0.1292
H 1.0728 -1.1815 -3.0817 0.1115
H -2.1674 0.5475 1.0790 -0.1430
H -0.5539 1.5775 -0.8206 0.0722
H 1.2256 1.8326 -0.5662 0.1290
H 1.9160 -1.7952 -0.3948 0.0926
```



<two>
# C6H10S2

A 2-piece molecular cluster, C6H10S2 overall (ωB97M-V/def2-TZVPD, the OMol25 dataset).

Values from the calculation:
Kohn-Sham gap (eV): 8.53
HOMO (eV): -8.9

Structure (XYZ):
```
18
Properties=species:S:1:pos:R:3:lowdin_charge:R:1
S -1.1509 -0.0361 1.7526 0.7413
S 1.5715 -1.5794 -1.2249 0.7108
C 0.3005 -1.0113 -0.4097 -0.7245
C 0.1648 2.7178 0.3829 0.0600
C 0.3574 2.6306 -0.7983 -0.2303
C 0.0191 -1.2763 0.9755 -0.7526
C -0.5189 -2.6886 1.2675 -0.1099
C 0.7599 2.4078 -2.1366 -0.1021
H -0.4129 -0.4845 -1.0100 0.0362
H 0.9647 -1.1461 1.4166 0.0754
H -2.3279 -0.5063 1.2162 -0.1047
H -0.0233 1.7971 -2.5477 0.0876
H -1.5021 -2.6489 0.9389 0.0360
H -0.0917 -3.5885 1.0139 0.0526
H 1.7457 1.9932 -2.0591 0.0859
H -0.1758 2.7564 1.3918 0.0024
H -0.6108 -2.6527 2.3862 0.0901
H 0.9306 3.3157 -2.5558 0.0459
```



Relative energies in kJ/mol: <one> 0.0; <two> 279.4